# 1
Computed, not measured: a cluster of 2 separate species, C8H16NO2 in total, with ωB97M-V with the def2-TZVPD basis set.

Atoms and positions in Å:
C (-2.440, -1.485, 0.740)
C (-1.662, -0.487, 0.298)
C (2.104, -0.619, -0.141)
C (1.618, -1.961, 0.393)
C (-0.220, -0.684, 0.058)
C (-2.412, 0.739, -0.159)
C (0.824, 1.312, -1.002)
C (0.831, 1.033, 1.390)
N (0.897, 0.268, 0.060)
O (0.163, -1.888, 0.472)
O (-0.137, -0.923, -2.161)
H (-3.538, -1.301, 0.633)
H (-1.993, -2.296, 1.311)
H (2.972, -0.361, 0.304)
H (2.143, -0.584, -1.301)
H (1.913, -2.851, -0.180)
H (1.989, -2.198, 1.410)
H (-3.352, 0.779, 0.242)
H (-1.859, 1.590, 0.200)
H (-2.643, 0.677, -1.314)
H (-0.119, 1.831, -0.809)
H (1.747, 1.965, -0.753)
H (0.948, 1.007, -2.026)
H (-0.016, 1.671, 1.444)
H (0.826, 0.319, 2.224)
H (1.758, 1.790, 1.544)
H (-0.743, -1.523, -2.612)

- LUMO energy (alpha / beta): -4.593 / -4.592 eV
- Orbital gap (alpha / beta): 0.301 / 0.301 hartree
- M: 158.22 g/mol
- Maximum force: 5.49 eV/A
- Net charge: +1
- ΔE to the lowest compared entry with this formula, charge and spin: 444.4 kJ/mol
- HOMO level (alpha / beta): -12.7727 / -12.7786 eV

# 2
Computed, not measured: the ion C8H16NO2S with charge +1, with ωB97M-V with the def2-TZVPD basis set.

Atoms and positions in Å:
C (-2.173, 2.678, -1.237)
C (-1.798, 1.206, -0.865)
O (-2.591, 0.712, 0.221)
C (-2.076, -0.579, 0.577)
C (-1.222, -0.545, 1.896)
O (0.112, -1.043, 1.742)
C (1.010, -0.072, 1.276)
C (1.549, -0.415, -0.168)
C (1.180, -1.829, -0.719)
S (2.742, -2.629, -1.278)
C (3.735, -1.282, -0.692)
N (3.024, -0.305, -0.206)
H (-2.743, 2.664, -2.177)
H (-2.667, 3.211, -0.417)
H (-1.212, 3.181, -1.461)
H (-0.748, 1.236, -0.499)
H (-1.813, 0.539, -1.748)
H (-1.479, -1.049, -0.224)
H (-2.969, -1.208, 0.749)
H (-1.715, -1.254, 2.586)
H (-1.271, 0.439, 2.397)
H (0.576, 0.945, 1.277)
H (1.891, -0.047, 1.948)
H (1.225, 0.289, -0.958)
H (0.389, -1.639, -1.461)
H (0.746, -2.566, -0.026)
H (4.825, -1.172, -0.677)
H (3.471, 0.535, 0.145)

- LUMO energy: -4.511 eV
- Orbital gap: 0.299 hartree
- M: 190.29 g/mol
- Maximum force: 1.94 eV/A
- Net charge: +1
- ΔE to the lowest compared entry with this formula, charge and spin: 178.7 kJ/mol
- HOMO level: -12.6342 eV

# 3
Computed, not measured: the ion C8H16NS with charge +1, with ωB97M-V with the def2-TZVPD basis set.

Atoms and positions in Å:
C (-1.023, -0.469, 0.247)
C (0.739, 0.491, -0.311)
C (-1.336, 1.975, 0.209)
C (-1.019, -1.589, -0.835)
C (3.173, 0.890, -0.168)
C (2.064, -0.965, 1.035)
C (-3.147, 0.402, 0.616)
C (2.094, -0.126, -0.275)
N (-1.917, 0.687, -0.155)
S (0.471, 2.099, -0.128)
H (-1.903, 2.796, -0.373)
H (-1.505, 1.980, 1.270)
H (-2.074, -1.830, -1.076)
H (-0.666, -2.409, -0.313)
H (-0.599, -1.347, -1.898)
H (3.121, 1.711, -0.996)
H (4.166, 0.587, -0.323)
H (3.265, 1.440, 0.772)
H (1.502, -0.561, 1.779)
H (3.025, -1.041, 1.333)
H (1.781, -2.115, 0.854)
H (-3.155, 1.060, 1.468)
H (-3.988, 0.464, 0.008)
H (-3.193, -0.592, 1.042)
H (2.274, -0.892, -1.117)
H (-2.298, 0.757, -1.105)

- LUMO energy (alpha / beta): -4.443 / -4.443 eV
- Orbital gap (alpha / beta): 0.285 / 0.285 hartree
- M: 158.29 g/mol
- Maximum force: 5.39 eV/A
- Net charge: +1
- ΔE to the lowest compared entry with this formula, charge and spin: 586.3 kJ/mol
- HOMO level (alpha / beta): -12.1983 / -12.1979 eV

# 4
Computed, not measured: a structure of composition C8H16O, with ωB97M-V with the def2-TZVPD basis set.

Atoms and positions in Å:
C (1.021, -0.853, -0.513)
C (1.789, -1.082, 0.774)
C (1.915, -0.408, -1.652)
H (0.419, -1.720, -0.803)
H (-0.180, -0.344, 0.133)
H (2.203, -0.133, 1.125)
H (1.378, -0.328, -2.598)
H (2.621, -1.774, 0.616)
H (1.160, -1.501, 1.564)
H (2.718, -1.136, -1.804)
H (2.378, 0.555, -1.421)
C (-0.784, 1.168, -1.602)
C (-1.152, 0.603, 2.268)
C (-0.113, 0.935, -0.270)
C (-1.405, 0.169, 0.864)
C (-2.510, -0.424, 0.421)
O (0.582, 1.755, 0.309)
H (-0.049, 1.592, -2.285)
H (-1.584, 1.897, -1.469)
H (-1.198, 0.256, -2.028)
H (-0.279, 0.092, 2.681)
H (-2.009, 0.382, 2.910)
H (-0.934, 1.672, 2.305)
H (-2.659, -0.700, -0.616)
H (-3.330, -0.672, 1.091)

- LUMO energy: 0.899 eV
- Orbital gap: 0.332 hartree
- M: 128.21 g/mol
- Maximum force: 1.91 eV/A
- ΔE to the lowest compared entry with this formula, charge and spin: 410.8 kJ/mol
- HOMO level: -8.1420 eV